{"formula": "C31H27N6O7PbS2", "method": "ωB97M-V with the def2-TZVPD basis set", "elements": ["Pb", "S", "S", "O", "O", "O", "O", "O", "O", "O", "N", "N", "N", "N", "N", "N", "C", "C", "C", "C", "C", "C", "C", "C", "C", "C", "C", "C", "C", "C", "C", "C", "C", "C", "C", "C", "C", "C", "C", "C", "C", "C", "C", "C", "C", "C", "C", "H", "H", "H", "H", "H", "H", "H", "H", "H", "H", "H", "H", "H", "H", "H", "H", "H", "H", "H", "H", "H", "H", "H", "H", "H", "H", "H"], "positions_angstrom": [[0.277, 0.212, 0.191], [-1.481, -3.136, 0.510], [-3.683, -1.396, -2.569], [4.316, 2.469, 0.699], [-1.933, -2.747, -0.808], [2.136, 1.966, 0.582], [-0.710, -4.343, 0.578], [0.451, 0.967, -3.275], [0.722, -2.022, -0.714], [1.668, -3.390, -2.211], [-0.992, -1.910, 1.361], [-1.864, -0.096, -1.362], [0.564, -0.087, 2.725], [2.734, -0.155, -1.109], [-4.227, 1.903, 0.698], [-2.003, 1.797, 0.797], [-3.903, -2.568, 1.749], [-4.882, -5.146, 1.442], [-4.178, -0.192, -1.440], [-0.637, -2.176, 2.680], [2.732, 0.691, -2.302], [-3.590, -4.843, 1.036], [1.703, 0.307, -3.366], [3.695, 0.331, -0.125], [1.667, -2.404, -1.476], [-3.076, 0.362, -0.872], [1.267, 0.835, 3.333], [-5.194, -2.875, 2.156], [-0.970, -3.314, 3.395], [-2.442, 4.298, 3.489], [-3.108, -3.553, 1.187], [-3.842, 4.356, 3.447], [1.594, 0.762, 4.700], [-2.452, 2.695, 1.741], [0.046, -2.524, 5.441], [-3.076, 1.353, 0.193], [0.444, -1.355, 4.755], [-4.574, 3.596, 2.555], [1.182, -0.336, 5.397], [-2.044, -1.199, -2.019], [3.372, 1.729, 0.423], [-5.688, -4.161, 1.997], [-1.729, 3.472, 2.642], [-3.853, 2.771, 1.702], [2.956, -1.563, -1.421], [-0.637, -3.482, 4.750], [0.125, -1.182, 3.386], [-5.655, 3.644, 2.529], [-1.302, -1.509, -2.744], [0.306, -2.645, 6.484], [3.659, -0.351, 0.730], [2.168, 1.553, 5.159], [-0.056, 0.671, -2.510], [-5.158, 1.697, 0.389], [3.507, -1.699, -2.359], [-4.361, 5.019, 4.127], [1.421, -0.454, 6.448], [-5.814, -2.107, 2.602], [2.104, 0.604, -4.337], [1.558, -0.779, -3.400], [-2.946, -5.600, 0.607], [-6.697, -4.398, 2.309], [2.535, 1.717, -1.984], [-3.501, -1.570, 1.877], [-5.260, -6.153, 1.323], [4.725, 0.328, -0.509], [1.621, 1.651, 2.709], [-1.911, 4.916, 4.200], [-0.649, 3.431, 2.657], [-0.942, -4.397, 5.241], [3.565, -2.006, -0.630], [-1.491, -4.126, 2.917], [3.731, 0.674, -2.771], [-5.214, -0.002, -1.228]], "mulliken_charge": [1.79, 1.25, -0.25, -0.80, -0.44, -0.71, -0.71, -0.60, 0.06, -0.77, 0.69, -0.09, 0.50, 0.66, 0.01, 0.07, -0.30, -0.66, -0.40, -0.37, -0.84, -0.54, -0.39, -0.82, 0.09, -0.60, -0.31, -0.74, -0.37, -0.62, 0.03, -0.37, -1.31, 0.28, -0.93, 0.35, 1.29, -1.24, -0.59, 0.23, 0.35, -0.42, -0.62, 0.43, -0.98, -1.01, -0.53, 0.39, 0.36, 0.36, 0.43, 0.44, 0.22, 0.21, 0.25, 0.37, 0.39, 0.42, 0.43, 0.17, 0.44, 0.38, 0.31, 0.28, 0.40, 0.25, 0.77, 0.41, 0.44, 0.40, 0.49, 0.47, 0.42, 0.38], "homo_lumo_gap_ha": 0.2688, "mol_weight_da": 866.93, "total_charge": -1, "e_above_lowest_kj_mol": 218.8, "e_tot_ev": -82779.992}

=====

{"formula": "C41H48AsClF3IIrN5O3", "method": "ωB97M-V with the def2-TZVPD basis set", "elements": ["Ir", "I", "As", "Cl", "F", "F", "F", "O", "O", "O", "N", "N", "N", "N", "N", "C", "C", "C", "C", "C", "C", "C", "C", "C", "C", "C", "C", "C", "C", "C", "C", "C", "C", "C", "C", "C", "C", "C", "C", "C", "C", "C", "C", "C", "C", "C", "C", "C", "C", "C", "C", "C", "C", "C", "C", "C", "H", "H", "H", "H", "H", "H", "H", "H", "H", "H", "H", "H", "H", "H", "H", "H", "H", "H", "H", "H", "H", "H", "H", "H", "H", "H", "H", "H", "H", "H", "H", "H", "H", "H", "H", "H", "H", "H", "H", "H", "H", "H", "H", "H", "H", "H", "H", "H"], "positions_angstrom": [[-16.545, -1.069, 13.715], [-16.853, -4.184, 18.355], [-14.864, 1.943, 13.114], [-13.149, -7.186, 15.453], [-19.460, -1.393, 14.252], [-18.745, -2.583, 12.530], [-19.172, -0.483, 12.289], [-16.782, -2.610, 15.714], [-13.902, -1.930, 15.683], [-15.104, -0.101, 15.052], [-17.481, 1.403, 15.915], [-17.561, -0.374, 17.790], [-16.260, 2.184, 18.457], [-15.337, -3.011, 13.400], [-15.921, 0.735, 12.386], [-16.263, -1.762, 9.679], [-11.600, 4.433, 10.767], [-17.574, 2.677, 18.871], [-12.266, 2.600, 12.228], [-15.405, 4.010, 10.519], [-13.594, 2.856, 11.942], [-14.040, -0.740, 15.574], [-14.045, 3.578, 15.595], [-15.761, -4.531, 16.664], [-10.468, 5.261, 10.234], [-18.713, 0.328, 18.385], [-16.546, -0.808, 10.696], [-18.675, 2.082, 16.610], [-17.900, 4.852, 14.012], [-15.489, -0.089, 11.301], [-18.322, 1.445, 19.436], [-18.607, -1.381, 13.173], [-17.956, 6.778, 15.487], [-16.034, -3.622, 15.580], [-15.204, -3.857, 14.381], [-12.943, 4.675, 10.468], [-14.088, -5.742, 15.459], [-16.040, 3.275, 13.894], [-11.257, 3.381, 11.625], [-14.931, -5.592, 16.585], [-14.190, -0.194, 10.865], [-14.953, -1.796, 9.226], [-18.289, 3.165, 17.608], [-14.627, -3.171, 12.263], [-13.287, -4.817, 13.308], [-11.802, 1.525, 13.178], [-13.972, 3.887, 11.002], [-18.113, 2.946, 12.378], [-13.927, -0.958, 9.763], [-13.515, -4.023, 12.242], [-17.236, 5.593, 14.920], [-16.006, 5.187, 15.398], [-17.305, 3.701, 13.417], [-19.501, 0.956, 17.226], [-15.416, 3.982, 14.961], [-14.173, -4.822, 14.362], [-13.760, 4.382, 16.293], [-10.657, 6.334, 10.431], [-17.281, 7.604, 15.615], [-16.956, -2.528, 9.314], [-19.296, 1.736, 19.951], [-17.551, -0.705, 11.103], [-16.803, -0.348, 18.466], [-12.972, -1.170, 9.397], [-15.626, 2.935, 18.101], [-14.904, -2.551, 11.437], [-17.716, 1.067, 15.004], [-11.532, 1.969, 14.143], [-14.165, 2.703, 16.258], [-17.513, 2.193, 11.840], [-15.549, 5.830, 16.119], [-17.686, 1.021, 20.241], [-17.600, 3.496, 19.590], [-19.382, -0.286, 18.970], [-13.309, 0.019, 15.996], [-15.706, 1.885, 19.264], [-17.605, 3.867, 17.093], [-18.527, 6.548, 16.386], [-13.222, 5.505, 9.800], [-17.228, 0.549, 16.500], [-12.550, 0.772, 13.456], [-18.890, 5.075, 13.637], [-13.376, 0.356, 11.238], [-12.870, -3.986, 11.377], [-18.743, 7.154, 14.817], [-9.507, 4.985, 10.714], [-19.775, 0.227, 16.490], [-15.821, 4.945, 10.907], [-14.803, -6.336, 17.350], [-13.298, 3.225, 14.849], [-20.421, 1.336, 17.618], [-15.415, 4.039, 9.465], [-19.220, 2.524, 15.773], [-14.689, -2.595, 8.528], [-18.956, 2.504, 12.934], [-18.579, 3.702, 11.697], [-10.900, 1.180, 12.658], [-10.181, 5.029, 9.189], [-17.783, -1.377, 17.639], [-19.137, 3.735, 17.849], [-16.719, 2.067, 15.852], [-12.430, -5.431, 13.348], [-15.955, 3.091, 10.779], [-10.216, 3.163, 11.767]], "mulliken_charge": [2.61, 0.14, 0.72, -0.19, -0.22, -0.26, -0.23, -0.57, -0.48, -0.16, 0.99, -0.40, -0.52, -0.15, 0.01, -1.10, 0.81, -0.06, 0.46, -1.63, 1.48, -0.72, -1.24, -0.21, -1.50, -0.03, -0.34, 0.21, -1.14, 1.05, -1.43, -0.06, -1.73, 0.54, -0.13, -0.81, 0.50, -0.34, -1.08, -0.66, -0.20, -0.42, -0.88, -0.86, -0.86, -1.57, -0.14, -1.45, -1.15, -1.12, 0.84, -1.03, 1.08, -1.46, 1.04, 0.67, 0.56, 0.35, 0.44, 0.40, 0.43, 0.81, 0.25, 0.50, 0.19, 0.92, -0.21, 0.41, 0.09, -0.10, 0.47, 0.41, 0.53, 0.41, 0.30, 0.29, -0.13, 0.26, 0.42, 0.52, 0.03, 0.48, 0.56, 0.49, 0.40, 0.35, 0.36, 0.37, 0.45, -0.20, 0.62, 0.67, 0.50, 0.33, 0.40, 0.42, 0.58, 0.31, 0.02, 0.67, -0.79, 0.52, -0.11, 0.40], "s_squared": 8.81, "homo_lumo_gap_ha": [0.2305, 0.2100], "mol_weight_da": 1145.36, "total_charge": 1, "spin_multiplicity": 6, "e_above_lowest_kj_mol": 0.0, "e_tot_ev": -149332.482}

=====

{"formula": "C6H8Cl2", "method": "ωB97M-V with the def2-TZVPD basis set", "elements": ["Cl", "Cl", "C", "C", "C", "C", "C", "C", "H", "H", "H", "H", "H", "H", "H", "H"], "positions_angstrom": [[1.483, 1.702, -1.360], [-2.123, -1.056, 1.057], [1.237, -0.100, 0.855], [-0.109, -0.373, -1.410], [-1.835, 0.695, 0.866], [-0.713, 1.292, 0.407], [0.448, 0.606, -0.410], [0.344, -1.637, -1.231], [-0.117, -2.345, -1.891], [0.394, -0.357, 1.808], [-2.651, 1.126, 1.621], [1.163, -2.071, -0.539], [-0.839, -0.068, -2.053], [1.768, 0.969, 1.176], [2.016, -0.793, 0.394], [-0.466, 2.410, 0.711]], "mulliken_charge": [-0.19, -0.14, -1.07, -0.59, -0.42, -0.29, 0.95, -0.71, 0.30, 0.24, 0.30, 0.09, 0.56, 0.28, 0.48, 0.22], "smiles": "C=C[C@@](C)(Cl)/C=C\\Cl", "homo_lumo_gap_ha": 0.3808, "mol_weight_da": 151.04, "e_above_lowest_kj_mol": 287.0, "e_tot_ev": -31392.655}

=====

What is the formula in the third record? C6H8Cl2